5 unconnected molecules or ions with the total composition C27H30N8S. Source: the OMol25 dataset; level of theory: wB97M-V/def2-TZVPD.

Output
DFT total energy ... -1882.7965 a.u.
HOMO level ... -7.87 eV
Structure (SMILES) ... CCNc1cnc2c(N=C=S)cccc2n1.c1cc[nH]c1.c1cc[nH]c1.c1cc[nH]c1.c1cc[nH]c1
HOMO-LUMO gap ... 6.50 eV
ΔE to the lowest compared entry with this formula, charge and spin ... 820.1 kJ/mol

The geometry in ORCA input format:
```
! RIJCOSX wB97M-V def2-TZVPD def2/J DEFGRID3
* xyz 0 1
S -2.06357 6.13520 -3.13752
N -0.41301 3.52893 -1.46835
N 1.80318 6.06750 -0.76008
N -0.76787 0.43379 -2.16282
N -0.87914 -5.48635 -3.91762
N -1.89149 0.14868 0.06522
N 0.49200 -1.83152 1.80458
N 1.37363 -3.26925 6.98665
N 0.73421 5.30507 -3.52302
C -1.00269 2.54733 -0.61757
C -0.68091 -3.83148 6.36642
C 0.51379 -3.31863 5.92230
C 2.13899 -2.97970 2.74913
C -1.20918 1.03259 -0.93563
C 3.67444 6.15101 0.42930
C 1.09266 3.28497 -5.20662
C -0.17110 1.39302 -3.05568
C 1.34384 -0.91394 2.35802
C -0.53818 -4.09597 7.75149
C 3.09486 5.62018 -0.69819
C 0.94751 1.75670 -5.55342
C 0.73889 -3.73659 8.10715
C 2.69683 6.95208 1.06852
C -3.20090 -0.37599 -0.51770
C -1.18844 -3.46905 -3.04189
C 0.97161 -3.09324 2.03366
C -2.28167 -3.76898 -3.89388
C 0.61245 3.83170 -3.81506
C 0.31248 0.84529 -4.46376
C -2.06476 -5.02021 -4.41672
C 2.37495 -1.59822 2.95525
C -0.48140 5.81697 -3.59575
C -0.34065 -4.55071 -3.07550
C 1.55306 6.88413 0.30955
C -3.52307 -1.86124 0.09209
C -0.02873 2.89326 -2.70229
H -3.15316 -0.50653 -1.65519
H -4.54221 -2.19928 -0.32236
H 1.24136 1.27094 -6.54007
H 1.55611 3.99176 -5.97152
H -2.64987 -5.61668 -5.10054
H -0.46694 -6.37932 -4.13538
H 0.44168 -3.96092 1.67004
H 0.59813 -4.73362 -2.57450
H -4.03744 0.37407 -0.29773
H 1.14287 0.14412 2.28085
H -2.70191 -2.54963 -0.32160
H -0.35700 -1.61182 1.30454
H 2.32481 -2.93966 6.95132
H 4.68994 5.98160 0.75673
H 0.58492 7.34433 0.43929
H 1.24986 -3.77400 9.05759
H -1.04348 -2.56314 -2.47021
H 3.48954 4.96328 -1.45894
H -1.56057 -3.99675 5.76155
H 2.81626 7.51691 1.98168
H 0.82596 -2.98683 4.94335
H 2.75526 -3.80060 3.08627
H -3.52947 -1.80534 1.24016
H -2.15252 0.72452 0.88085
H 3.20721 -1.15315 3.48099
H -1.37836 2.91805 0.41179
H -1.28713 -4.50352 8.41491
H 1.13863 5.83201 -1.48309
H 0.18893 -0.26992 -4.67003
H -3.13402 -3.13822 -4.10101
*
```

Results of the natural (NBO) charge analysis, in e, for atoms 1 through 5:
1 S 0.080
2 N -0.361
3 N -0.506
4 N -0.413
5 N -0.505